Entry 1:
12
Properties=species:S:1:pos:R:3:lowdin_charge:R:1 method="wB97M-V/def2-TZVPD" relative_energy_kcal_mol=95.4 smiles="[H]/N=C1/C(N)=NN1N" homo_ev=-7.95 lumo_energy_ev=0.6 max_force_ev_per_a=1.6
H 0.489 2.636 0.398 0.066
N 0.661 1.780 0.930 0.152
C 0.511 0.751 0.247 -0.182
C 0.539 -0.668 0.431 -0.403
N 1.390 -1.456 1.146 0.129
N -0.391 -1.022 -0.428 0.068
N -0.531 0.157 -1.101 -0.181
N -1.847 0.536 -1.220 0.009
H 1.745 -2.291 0.706 0.096
H 2.027 -0.988 1.772 0.096
H -2.480 -0.054 -0.686 0.075
H -2.112 0.619 -2.194 0.074

Entry 2:
11
Properties=species:S:1:pos:R:3:lowdin_charge:R:1 method="wB97M-V/def2-TZVPD" relative_energy_kcal_mol=7.3 smiles="O=C(S)CCF" homo_ev=-9.75 lumo_energy_ev=0.6 max_force_ev_per_a=3.4
O -0.984 -1.375 1.123 0.034
C -0.164 -0.647 0.636 -0.732
S 0.204 1.021 1.397 0.772
C 0.619 -0.988 -0.608 -0.190
C 0.062 -0.338 -1.879 -0.203
F -0.143 1.005 -1.627 -0.080
H 0.552 1.592 0.236 -0.149
H 0.627 -2.117 -0.786 0.142
H 1.750 -0.684 -0.352 0.153
H -0.892 -0.833 -1.948 0.116
H 0.754 -0.508 -2.746 0.137

Entry 3:
39
Properties=species:S:1:pos:R:3:lowdin_charge:R:1 method="wB97M-V/def2-TZVPD" relative_energy_kcal_mol=60.8 smiles=CC(C)CNCCN.O.O.O.O.O homo_ev=-9.26 lumo_energy_ev=0.4 max_force_ev_per_a=3.6
C -1.285 -1.786 0.967 -0.096
C -0.099 -2.598 0.527 -0.396
C 0.170 -3.764 1.498 -0.076
C 1.229 -1.742 0.571 -0.211
N 1.141 -0.423 -0.052 -0.077
C 2.410 0.327 -0.050 -0.214
C 2.067 1.809 -0.247 -0.259
N 1.189 2.060 -1.402 0.001
H -1.572 -1.116 0.099 0.055
H -2.210 -2.238 1.239 0.083
H -1.170 -0.993 1.686 0.082
H -0.453 -2.924 -0.471 0.146
H 0.490 -3.397 2.460 0.072
H -0.850 -4.228 1.464 0.094
H 0.965 -4.369 1.053 0.078
H 2.013 -2.390 0.105 0.130
H 1.539 -1.646 1.627 0.116
H 0.417 0.035 0.493 0.092
H 3.148 -0.005 -0.748 0.104
H 2.792 0.346 1.000 0.119
H 1.597 2.278 0.627 0.108
H 2.950 2.425 -0.302 0.096
H 1.427 1.595 -2.268 0.008
H 0.261 1.790 -1.112 0.041
O 1.141 0.294 -3.494 -0.081
H 1.009 0.068 -2.555 0.020
H 2.112 0.383 -3.507 0.065
O -3.329 0.220 -0.355 -0.081
H -3.588 0.264 -1.283 0.042
H -2.645 -0.510 -0.282 0.005
O -0.789 4.086 3.060 -0.070
H 0.063 4.141 2.642 0.012
H -1.377 3.390 2.733 -0.013
O -1.965 2.129 1.446 -0.086
H -2.572 1.591 1.978 0.052
H -2.341 1.858 0.562 0.046
O -1.665 0.748 -3.086 -0.095
H -1.223 0.957 -3.962 0.068
H -0.996 1.337 -2.658 0.018

Entry 4:
20
Properties=species:S:1:pos:R:3:lowdin_charge:R:1 method="wB97M-V/def2-TZVPD" relative_energy_kcal_mol=111.4 smiles="C=CCOC[C@@H](I)OC" homo_ev=-7.41 lumo_energy_ev=-0.6 max_force_ev_per_a=2.3
C 3.228 0.613 0.713 -0.030
C 2.536 -0.130 -0.314 -0.100
C 1.001 -0.015 -0.314 -0.234
O 0.317 -1.006 -1.078 -0.149
C -0.642 -1.696 -0.300 -0.251
C -1.965 -0.841 0.006 -0.675
I -2.125 -0.482 2.139 0.860
O -2.091 0.277 -0.857 -0.217
C -1.959 1.555 -0.249 -0.197
H 3.585 1.649 0.526 0.052
H 3.347 0.160 1.718 0.048
H 3.125 -0.718 -1.051 0.104
H 0.657 0.036 0.760 0.106
H 0.734 0.984 -0.744 0.131
H -0.212 -2.132 0.638 0.098
H -0.953 -2.579 -0.912 0.128
H -2.808 -1.529 -0.250 0.089
H -1.906 2.290 -1.093 0.103
H -1.012 1.700 0.321 0.060
H -2.856 1.866 0.340 0.074